[1]
Entry from the Open Molecules 2025 dataset: 2 unconnected molecules or ions with the total composition C16H19F2N3O2S in a non-equilibrium geometry (ωB97M-V/def2-TZVPD).

Each line ends with the Löwdin charge.
Atoms and positions in Å:
C1 3.88604 -0.64035 -2.11896  -0.0290
N1 2.64889 -1.39380 -2.07738  -0.0932
C2 2.75954 -2.78018 -2.46138  -0.1456
C3 1.55115 -3.52768 -1.97262  -0.1430
C4 0.30159 -2.84852 -2.46442  -0.1410
N2 0.33148 -1.44670 -2.12205  -0.0735
C5 -0.95242 -0.76789 -2.18193  -0.0086
C6 1.46747 -0.80988 -1.93231  -0.3015
C7 1.44786 0.70149 -1.66414  -0.3660
H1 3.93975 0.09526 -1.30181  0.0798
H2 4.70618 -1.35354 -1.98741  0.0982
H3 4.01287 -0.13870 -3.09656  0.1153
H4 2.84532 -2.85274 -3.55896  0.1456
H5 3.67777 -3.17524 -2.02108  0.1301
H6 1.57327 -4.54760 -2.35819  0.1271
H7 1.55313 -3.58825 -0.87766  0.1379
H8 0.21222 -2.94323 -3.56012  0.1466
H9 -0.59025 -3.28400 -2.00667  0.1355
H10 -1.21628 -0.26543 -1.23065  0.0726
H11 -0.97789 -0.04510 -3.01663  0.1120
H12 -1.69969 -1.54617 -2.37850  0.1003
H13 0.47435 1.18921 -1.95646  0.1111
H14 2.41391 1.20565 -1.88252  0.0693
F1 2.53414 2.97473 -0.17894  -0.0645
C8 1.36201 2.46604 0.38138  -0.5388
F2 0.29223 3.05136 -0.24475  0.0222
S1 1.65154 0.66328 0.08741  1.0003
N3 -0.64608 1.16999 1.68348  0.0617
C9 -1.91180 1.03779 1.25776  -0.4253
O1 -2.31405 0.72183 0.10391  -0.0265
C10 -2.80967 1.30810 2.43224  -0.1013
C11 -1.97457 1.62009 3.50072  -0.1069
C12 -2.45444 1.93689 4.75577  -0.0154
C13 -3.84649 1.90584 4.91918  -0.0769
C14 -4.70063 1.57289 3.83543  -0.0819
C15 -4.18813 1.27052 2.56980  -0.0199
C16 -0.57296 1.57643 2.97067  -0.4396
O2 0.47752 1.86977 3.59496  0.0000
H15 1.29838 2.72079 1.45786  0.1128
H16 -1.72946 2.18806 5.53546  0.1189
H17 -4.26590 2.14171 5.88856  0.0910
H18 -5.77647 1.55683 3.98781  0.0927
H19 -4.79147 1.01045 1.68971  0.1173

Summary:
- HOMO energy: -7.7 eV
- 2S+1: 1
- Charge: 0
- Gap between HOMO and LUMO: 0.27255 Ha
- Calculated total energy: -41734.3568 eV
- Relative energy (zero: lowest compared OMol25 entry of this formula, charge and spin): 2.0025 eV

[2]
Entry from the Open Molecules 2025 dataset: a molecular structure, C29H77N4Na2O12 in a non-equilibrium geometry (ωB97M-V/def2-TZVPD).

Each line ends with the Löwdin charge.
Atoms and positions in Å:
Na1 8.42445 2.19705 -0.23680  0.7983
Na2 7.00262 -1.53308 4.14233  0.8271
C1 1.18276 0.34939 1.75409  -0.1229
C2 2.14043 0.42846 0.52903  -0.4941
O1 3.46670 0.44543 0.97975  -0.3866
H1 0.20176 0.61494 1.36009  0.0519
H2 1.57708 1.14278 2.38902  0.0519
H3 1.02926 -0.57746 2.30680  0.0531
H4 1.89942 1.33926 -0.01910  0.0753
H5 1.98755 -0.48009 -0.05344  0.0782
C3 3.79079 6.47020 3.45917  -0.1437
O2 4.34927 5.14233 3.73199  -0.1275
H6 4.45601 7.24677 3.08166  0.0668
H7 3.06138 6.52432 2.65100  0.0672
H8 3.17403 6.86463 4.26671  0.0750
H9 4.20367 4.51097 3.02362  0.0632
C4 4.18179 -1.85926 8.44644  -0.1704
O3 3.53248 -1.45844 7.25410  -0.1232
H10 3.66890 -2.50740 9.15704  0.0851
H11 5.06186 -2.41290 8.11922  0.0634
H12 4.60439 -0.97124 8.91649  0.0762
H13 2.64152 -1.20415 7.50534  0.0777
C5 3.49012 -5.86640 2.87900  -0.1306
O4 4.54700 -6.86291 3.08463  -0.1327
H14 3.83450 -5.00016 2.31408  0.0721
H15 2.66785 -6.34733 2.34922  0.0769
H16 3.02824 -5.62848 3.83721  0.0710
H17 5.30017 -6.32327 3.33587  0.0488
C6 -6.88180 -6.29452 1.09949  -0.0995
O5 -6.88772 -4.94569 1.59048  -0.1878
C7 -6.72603 -3.91846 0.63498  -0.2436
C8 -5.27880 -3.63160 0.26387  -0.1997
N1 -5.03450 -2.51367 -0.69633  -0.0461
C9 -5.38280 -2.92793 -2.11874  -0.1678
C10 -4.13305 -3.46927 -2.81764  -0.2210
O6 -3.71070 -4.69838 -2.20180  -0.2025
C11 -2.73448 -5.40677 -2.99291  -0.0983
H18 -6.73947 -6.99958 1.91847  0.0791
H19 -6.13017 -6.47636 0.33132  0.0834
H20 -7.85857 -6.68380 0.81231  0.0778
H21 -7.29339 -3.09462 1.06798  0.1227
H22 -7.41566 -4.11717 -0.18540  0.1096
H23 -4.80247 -4.54647 -0.08859  0.0936
H24 -4.80107 -3.40157 1.21621  0.1182
H25 -4.05200 -2.28105 -0.72217  0.0858
H26 -5.58218 -1.98207 -2.62242  0.1038
H27 -6.32751 -3.46998 -2.16110  0.1136
H28 -3.30509 -2.76168 -2.77409  0.1204
H29 -4.43386 -3.58644 -3.85874  0.1152
H30 -3.13955 -5.60264 -3.98571  0.0796
H31 -2.42664 -6.34215 -2.52558  0.0852
H32 -1.82054 -4.85502 -3.21290  0.0783
C12 -2.73104 -3.94580 7.73284  -0.1055
O7 -3.39155 -2.96925 8.51441  -0.1752
C13 -2.87248 -1.68886 8.35160  -0.2593
C14 -1.93963 -1.29471 9.46658  -0.2052
N2 -1.14256 -0.08238 9.30016  -0.0641
C15 -1.86298 1.12822 9.58617  -0.2313
C16 -0.74098 2.23467 9.45703  -0.1436
O8 0.15318 2.12858 10.63956  -0.2258
C17 -0.41393 2.44149 11.89848  -0.1143
H33 -1.77748 -4.27532 8.14545  0.0846
H34 -2.52066 -3.57496 6.72968  0.0794
H35 -3.48212 -4.71873 7.56991  0.0918
H36 -3.76514 -1.06479 8.30933  0.1252
H37 -2.37811 -1.55001 7.39013  0.1179
H38 -1.11148 -1.99045 9.60157  0.1195
H39 -2.57856 -1.32441 10.34917  0.1202
H40 -0.42165 0.06175 9.99270  0.0959
H41 -2.33382 1.24063 10.56278  0.0982
H42 -2.64450 1.36848 8.86534  0.1176
H43 -1.37273 3.12174 9.50276  0.1054
H44 -0.14709 2.20420 8.54353  0.1198
H45 -0.74679 3.47801 11.95272  0.0849
H46 0.43617 2.24139 12.55071  0.0956
H47 -1.33455 1.89341 12.09890  0.0703
C18 8.57278 3.19398 -8.07850  -0.0794
O9 7.28515 2.76363 -7.58332  -0.1864
C19 7.14475 2.92299 -6.22449  -0.2327
C20 7.19649 4.43841 -5.78227  -0.2171
N3 7.00937 4.49673 -4.40262  -0.0944
C21 7.07965 5.78080 -3.76208  -0.2157
C22 8.39460 6.34335 -3.21194  -0.1673
O10 8.60004 5.56496 -2.01149  -0.2406
C23 9.95264 5.42946 -1.59344  -0.1095
H48 8.68521 3.16854 -9.16239  0.0907
H49 9.34169 2.58772 -7.59962  0.0885
H50 8.73787 4.25654 -7.90014  0.0740
H51 7.96482 2.30593 -5.85730  0.1126
H52 6.23237 2.45841 -5.85057  0.1218
H53 6.52095 5.05403 -6.37620  0.1359
H54 8.26503 4.64010 -5.85736  0.1090
H55 6.09480 4.14572 -4.15672  0.1146
H56 6.45175 5.62660 -2.88455  0.1197
H57 6.62741 6.58908 -4.33676  0.1212
H58 8.20623 7.31052 -2.74589  0.1320
H59 9.12635 6.26332 -4.01583  0.1262
H60 10.28993 6.44958 -1.40988  0.0870
H61 10.54509 5.12814 -2.45733  0.0893
H62 10.10786 4.90394 -0.65118  0.0711
C24 -3.29629 1.98694 -5.69729  -0.0856
O11 -4.12983 1.85940 -6.86381  -0.1908
C25 -3.52306 1.09878 -7.93527  -0.2128
C26 -4.19231 1.35368 -9.32521  -0.1721
N4 -5.54319 0.83139 -9.13454  -0.0998
C27 -5.57302 -0.58684 -9.24205  -0.2126
C28 -6.97398 -1.22856 -8.81146  -0.1915
O12 -7.10911 -1.40256 -7.40173  -0.2016
C29 -8.44005 -1.93290 -7.01342  -0.0762
H63 -3.52817 1.28810 -4.89357  0.0805
H64 -3.41074 3.03034 -5.40349  0.0886
H65 -2.26823 1.76237 -5.98147  0.0739
H66 -3.39770 0.02786 -7.77553  0.1061
H67 -2.49514 1.44058 -8.05635  0.1033
H68 -3.73084 0.94720 -10.22517  0.1180
H69 -4.30319 2.41056 -9.56773  0.1114
H70 -5.81697 1.11330 -8.20413  0.0976
H71 -4.71996 -0.98773 -8.69463  0.0940
H72 -5.32702 -0.79066 -10.28419  0.1144
H73 -6.84355 -2.25558 -9.15250  0.1048
H74 -7.82269 -0.80765 -9.35057  0.1185
H75 -8.59031 -2.95173 -7.37050  0.0766
H76 -9.26696 -1.34507 -7.41190  0.0781
H77 -8.61790 -1.98379 -5.93924  0.0773

Summary:
- HOMO energy: -7.7 eV
- 2S+1: 1
- Charge: +1
- Gap between HOMO and LUMO: 0.09819 Ha
- Calculated total energy: -70663.0434 eV

[3]
Entry from the Open Molecules 2025 dataset: a molecular structure, C36H32N10O6Y in a non-equilibrium geometry (ωB97M-V/def2-TZVPD).

Each line ends with the Löwdin charge.
Atoms and positions in Å:
Y1 0.45675 0.63575 -0.15981  1.5414
C1 1.79756 1.77894 3.12294  -0.1153
N1 2.04160 0.62782 2.27447  -0.0834
C2 1.82458 -0.68759 2.85871  -0.1159
C3 0.54560 -1.31030 2.39088  -0.3044
N2 -0.40701 -0.70159 1.72584  0.0805
C4 -1.47768 -1.60291 1.69948  -0.2138
C5 -2.79823 -1.43078 1.29510  -0.0175
C6 -3.66311 -2.49516 1.45937  -0.0701
C7 -3.23502 -3.71212 1.99944  -0.0686
C8 -1.93833 -3.88665 2.44237  -0.0034
C9 -1.08578 -2.80148 2.30865  -0.1787
N3 0.21727 -2.57979 2.72196  0.1930
C10 0.70682 2.65602 2.58482  -0.3069
N4 -0.19004 2.30179 1.69794  0.0915
C11 -1.11636 3.34777 1.67351  -0.2265
C12 -2.35358 3.45068 1.04444  -0.0211
C13 -3.07665 4.61148 1.23249  -0.0704
C14 -2.60048 5.65522 2.03548  -0.0733
C15 -1.40064 5.54878 2.71099  -0.0083
C16 -0.68870 4.37093 2.53042  -0.1847
N5 0.48493 3.89604 3.08868  0.1762
H1 1.47248 1.45139 4.11607  0.1352
H2 2.70057 2.37806 3.27340  0.1332
H3 2.95520 0.66335 1.85647  0.1003
H4 2.65015 -1.35224 2.60329  0.1275
H5 1.78431 -0.63117 3.95258  0.1328
H6 -3.14076 -0.49449 0.87595  0.1094
H7 -4.69425 -2.39151 1.15013  0.1108
H8 -3.94039 -4.52743 2.08682  0.1109
H9 -1.61284 -4.81769 2.88762  0.1176
H10 0.80431 -3.23663 3.20680  0.1736
H11 -2.74280 2.63437 0.45090  0.1071
H12 -4.04482 4.71578 0.76001  0.1112
H13 -3.19611 6.55078 2.14934  0.1096
H14 -1.04165 6.33843 3.35818  0.1156
H15 1.04034 4.35610 3.78931  0.1708
O1 0.08000 -4.07548 -0.73711  0.0624
C17 -1.16937 -4.11380 -1.24132  -0.2573
C18 -1.79174 -5.35505 -1.36717  -0.0094
C19 -3.07728 -5.44239 -1.85712  -0.0686
C20 -3.77120 -4.29651 -2.24653  -0.0835
C21 -3.16142 -3.06708 -2.13891  -0.0301
C22 -1.86204 -2.95107 -1.62997  -0.0886
C23 -1.23408 -1.63336 -1.46769  -0.4103
O2 -0.04205 -1.51708 -1.00915  -0.1288
N6 -1.97180 -0.58323 -1.82140  0.0663
N7 -1.40193 0.60655 -1.53664  -0.0988
C24 -1.91015 1.63064 -2.12714  -0.0659
C25 -1.35415 2.95445 -1.92321  -0.2790
C26 -2.02472 4.06753 -2.43064  -0.0038
C27 -1.50372 5.32771 -2.21938  -0.0331
C28 -0.30893 5.43657 -1.52193  -0.0345
C29 0.29623 4.27966 -1.06658  -0.1352
N8 -0.19819 3.05760 -1.24299  0.0630
H16 0.36606 -3.13797 -0.75417  0.0620
H17 -1.23990 -6.23974 -1.07607  0.1204
H18 -3.54911 -6.41297 -1.94256  0.1082
H19 -4.77856 -4.37453 -2.63268  0.1022
H20 -3.66954 -2.16407 -2.44314  0.1069
H21 -2.75004 1.50005 -2.80306  0.1354
H22 -2.94915 3.91925 -2.97304  0.1228
H23 -2.01079 6.21001 -2.58576  0.1197
H24 0.14688 6.39862 -1.33622  0.1135
H25 1.23243 4.35438 -0.52322  0.1016
O3 1.59950 0.67110 -2.32722  -0.0849
C30 2.54006 0.00914 -2.77328  -0.1640
C31 3.25777 -1.03072 -2.10051  -0.1126
C32 4.24657 -1.73925 -2.79577  0.0587
C33 4.80890 -2.85992 -2.24782  -0.1452
C34 4.33826 -3.37148 -1.02316  0.0310
C35 3.40159 -2.68052 -0.31263  0.0154
C36 2.90697 -1.42322 -0.76454  -0.3274
O4 2.21631 -0.68129 0.01522  -0.2119
N9 5.88865 -3.54044 -2.94424  -0.3584
O5 6.32862 -3.01825 -3.95308  0.0774
O6 6.25096 -4.61782 -2.50814  0.0819
H26 2.85340 0.19306 -3.81323  0.1423
H27 4.56385 -1.41498 -3.77942  0.1338
H28 4.72766 -4.31791 -0.67590  0.1267
H29 3.01407 -3.05630 0.62645  0.1153
N10 2.67007 2.15815 -0.24264  0.0372
H30 2.86354 2.87200 0.45258  0.0468
H31 2.61734 2.61566 -1.14785  0.0410
H32 3.47690 1.54434 -0.28507  0.0533

Summary:
- HOMO energy: -10.0 eV
- 2S+1: 1
- Charge: +1
- Gap between HOMO and LUMO: 0.25426 Ha
- Calculated total energy: -66080.6363 eV
- Relative energy (zero: lowest compared OMol25 entry of this formula, charge and spin): 0.4750 eV